The following is a quantum chemistry calculation of a structure of composition C12Cl5F5IrOS in a non-equilibrium geometry, from the OMol25 dataset.

The geometry in XYZ format:
```
25
C12Cl5F5IrOS the ωB97M-V functional and the def2-TZVPD basis
Ir -1.14 1.36 0.92
Cl -4.25 -5.04 1.20
C -3.13 -3.78 1.32
C -3.58 -2.44 1.44
Cl -5.25 -2.12 1.49
C -2.66 -1.41 1.48
Cl -3.20 0.23 1.57
C -1.25 -1.63 1.40
O -0.41 -0.69 1.35
C -0.83 -3.01 1.35
Cl 0.84 -3.32 1.29
C -1.75 -4.05 1.30
Cl -1.21 -5.66 1.18
F 4.97 3.37 -1.58
C 3.70 3.00 -1.51
C 3.06 2.93 -0.27
F 3.73 3.23 0.84
C 1.73 2.55 -0.21
F 1.08 2.48 0.98
C 0.99 2.27 -1.37
S -0.71 1.93 -1.33
C 1.66 2.33 -2.60
F 0.98 2.05 -3.71
C 3.00 2.68 -2.68
F 3.61 2.73 -3.85
```

Results
ΔE to the lowest compared entry with this formula, charge and spin: 233.6 kJ/mol
calculated total energy: -3834.899806 Ha
Kohn-Sham gap (alpha / beta): 4.91 / 4.35 eV
HOMO (alpha / beta): -11.7 / -11.6 eV
LUMO energy (alpha / beta): -6.8 / -7.3 eV
charge: +1

The following is a quantum chemistry calculation of a cluster of 15 separate species, C43H110F3N3O23 in total in a non-equilibrium geometry, from the OMol25 dataset.

The geometry in XYZ format:
```
182
C43H110F3N3O23 the ωB97M-V functional and the def2-TZVPD basis
C 0.35 2.04 0.61
N -0.47 0.88 0.15
C -0.73 1.02 -1.35
C 0.32 -0.40 0.16
C -1.81 0.74 0.83
C -1.74 0.28 2.25
O -0.97 1.17 3.04
H -0.27 2.94 0.56
H 1.32 2.09 0.11
H 0.66 1.95 1.65
H 0.27 1.25 -1.73
H -1.46 1.82 -1.43
H -1.15 0.10 -1.74
H 0.59 -0.52 1.21
H 1.23 -0.39 -0.44
H -0.31 -1.21 -0.21
H -2.41 0.01 0.27
H -2.31 1.71 0.76
H -1.30 -0.71 2.39
H -2.77 0.25 2.62
H -1.56 1.95 3.23
O -4.02 4.76 0.87
C -3.79 3.88 1.92
C -2.53 4.05 2.80
O -2.38 3.28 3.97
H -3.82 2.84 1.52
H -4.67 3.83 2.58
H -2.51 5.07 3.22
H -1.69 3.91 2.10
C -3.55 -3.07 -0.37
O -4.66 -3.99 -0.48
O -2.70 -3.44 0.60
C -2.97 -2.65 -1.76
F -2.33 -3.59 -2.49
F -3.97 -2.12 -2.51
F -2.04 -1.68 -1.57
C -4.62 -4.99 -1.46
C -5.85 -5.88 -1.37
H -6.73 -5.23 -1.45
H -5.90 -6.70 -2.08
H -5.85 -6.28 -0.36
H -3.79 -5.68 -1.31
H -4.58 -4.60 -2.49
H -4.06 -2.21 0.07
C 0.00 -2.09 -3.72
C 1.21 -1.19 -3.83
C 1.56 -0.60 -5.21
C 2.42 -1.56 -6.06
C 3.25 -0.88 -7.13
C 3.82 -1.83 -8.19
H -0.97 -1.60 -3.85
H -0.15 -2.39 -2.68
H 0.02 -2.96 -4.38
H 1.12 -0.43 -3.06
H 2.08 -1.73 -3.42
H 2.17 0.29 -4.99
H 0.66 -0.33 -5.75
H 2.93 -2.28 -5.42
H 1.65 -2.10 -6.61
H 2.53 -0.27 -7.69
H 4.08 -0.25 -6.81
H 3.81 -1.32 -9.16
H 4.83 -2.15 -7.95
H 3.19 -2.68 -8.48
C 5.98 -0.95 -4.68
C 6.91 -1.39 -3.56
C 6.34 -2.29 -2.47
C 4.95 -2.00 -1.93
C 4.32 -3.07 -1.05
C 3.00 -2.55 -0.44
H 6.46 -0.25 -5.37
H 5.08 -0.47 -4.30
H 5.64 -1.83 -5.24
H 7.81 -1.81 -4.01
H 7.19 -0.40 -3.16
H 6.94 -2.29 -1.55
H 6.35 -3.31 -2.86
H 5.10 -1.06 -1.38
H 4.25 -1.90 -2.78
H 4.09 -4.01 -1.55
H 4.99 -3.26 -0.20
H 2.13 -2.86 -1.01
H 2.83 -2.99 0.55
H 3.04 -1.47 -0.32
C 1.82 6.56 0.56
C 1.46 5.43 -0.37
O 2.29 5.28 -1.50
O 1.81 7.80 -0.13
H 2.83 6.44 0.98
H 1.15 6.57 1.43
H 0.41 5.55 -0.65
H 1.39 4.47 0.15
H 2.58 6.16 -1.77
H 1.27 8.45 0.31
C 0.44 -5.13 0.57
C -0.51 -6.24 0.17
O -1.74 -6.12 0.83
O 0.07 -3.86 0.05
H 1.49 -5.42 0.47
H 0.47 -5.14 1.67
H -0.06 -7.21 0.40
H -0.74 -6.22 -0.90
H -2.06 -5.20 0.74
H -0.83 -3.70 0.40
C -1.96 -4.28 4.00
C -1.60 -2.80 4.28
O -0.65 -2.75 5.34
O -3.24 -4.33 3.36
H -1.90 -4.89 4.89
H -1.27 -4.73 3.27
H -2.56 -2.36 4.55
H -1.31 -2.24 3.38
H 0.10 -3.25 4.96
H -3.07 -4.06 2.45
C -6.80 0.21 -0.73
C -5.35 0.62 -0.69
O -5.01 0.93 0.69
O -7.67 1.08 0.01
H -6.93 -0.82 -0.38
H -7.24 0.12 -1.74
H -4.98 1.43 -1.33
H -4.65 -0.22 -0.80
H -4.49 1.74 0.76
H -7.12 1.84 0.23
C -2.59 5.28 -2.25
C -1.93 4.05 -1.61
O -1.39 4.37 -0.36
O -3.96 5.32 -1.84
H -2.54 5.36 -3.33
H -2.18 6.14 -1.71
H -1.17 3.56 -2.23
H -2.70 3.28 -1.49
H -2.14 4.68 0.20
H -4.03 5.18 -0.86
C 4.68 2.19 -3.00
C 3.70 1.53 -2.03
O 2.48 2.26 -2.02
O 5.12 3.44 -2.42
H 4.18 2.44 -3.94
H 5.58 1.63 -3.24
H 4.20 1.58 -1.05
H 3.48 0.48 -2.18
H 2.76 3.18 -1.90
H 5.97 3.27 -2.00
C -5.60 1.06 3.89
C -6.53 1.07 5.09
O -7.85 0.94 4.62
O -5.54 -0.26 3.37
H -4.66 1.48 4.26
H -5.91 1.70 3.05
H -6.40 2.00 5.66
H -6.26 0.25 5.77
H -8.49 0.85 5.33
H -5.22 -0.22 2.46
C 0.53 3.70 5.86
C 1.40 3.12 4.73
O 0.87 3.52 3.47
O -0.51 2.85 6.28
H 0.10 4.65 5.55
H 1.19 3.91 6.71
H 1.47 2.03 4.73
H 2.40 3.54 4.78
H -0.10 3.47 3.48
H -1.13 2.92 5.53
O 3.18 0.49 1.90
C 4.05 1.30 2.16
N 5.17 0.96 2.83
C 3.79 2.76 1.90
H 5.76 1.67 3.22
H 5.22 -0.02 3.06
H 4.22 3.34 2.72
H 2.77 3.12 1.78
H 4.35 2.93 0.97
O 1.61 -4.28 4.19
C 2.40 -3.42 3.84
N 3.68 -3.77 3.54
C 2.07 -1.96 3.67
H 3.90 -4.75 3.56
H 4.50 -3.19 3.46
H 2.46 -1.37 4.50
H 1.04 -1.69 3.46
H 2.62 -1.58 2.80
```

Results
calculated total energy: -3898.564674 Ha
Kohn-Sham gap: 4.83 eV
HOMO: -2.0 eV
LUMO energy: 2.8 eV
charge: -2

The following is a quantum chemistry calculation of a structure of composition C5H8N2, from the OMol25 dataset.

The geometry in XYZ format:
```
15
C5H8N2 the ωB97M-V functional and the def2-TZVPD basis
C 1.28 -0.37 -0.77
C 0.63 -0.03 1.94
C -0.43 -0.86 1.76
N -1.06 -0.73 0.47
C -0.49 0.27 -0.17
N -1.20 0.94 -1.19
C 0.67 0.65 0.60
H 0.69 -0.80 -1.60
H 2.03 0.26 -1.24
H 1.68 -1.20 -0.20
H -0.93 -1.54 2.44
H -1.76 -1.31 0.02
H -1.65 1.68 -0.66
H -0.60 1.40 -1.88
H 1.15 1.62 0.48
```

Results
ΔE to the lowest compared entry with this formula, charge and spin: 475.4 kJ/mol
calculated total energy: -304.654431 Ha
Kohn-Sham gap: 7.67 eV
HOMO: -7.1 eV
LUMO energy: 0.6 eV
charge: 0

The following is a quantum chemistry calculation of a cluster of 2 separate species, C5H14O in total in a non-equilibrium geometry, from the OMol25 dataset.

The geometry in XYZ format:
```
20
C5H14O the ωB97M-V functional and the def2-TZVPD basis
C 0.71 -0.19 1.63
C -0.77 -0.32 1.46
C -1.13 0.26 0.07
C -0.99 -0.86 -1.09
C -0.36 1.57 -0.35
H 1.11 -0.60 0.70
H 1.01 0.86 1.56
H 1.19 -0.81 2.45
H -0.93 -1.58 1.41
H -1.53 0.05 2.23
H -2.29 0.53 0.12
H -1.53 -0.43 -1.96
H -1.40 -1.82 -0.84
H 0.03 -1.14 -1.38
H -0.61 2.27 0.39
H -0.73 1.90 -1.34
H 0.74 1.15 -0.50
H 2.84 0.39 -1.17
H 2.31 -0.75 -2.16
O 2.31 -0.46 -1.23
```

Results
ΔE to the lowest compared entry with this formula, charge and spin: 123.8 kJ/mol
calculated total energy: -273.710452 Ha
Kohn-Sham gap (alpha / beta): 12.78 / 5.59 eV
HOMO (alpha / beta): -15.5 / -15.4 eV
LUMO energy (alpha / beta): -2.8 / -9.9 eV
multiplicity: 2
charge: +1
<S²>: 0.75

The following is a quantum chemistry calculation of a structure of composition C36H50BaBrF3NO4SSi, from the OMol25 dataset.

The geometry in XYZ format:
```
98
C36H50BaBrF3NO4SSi the ωB97M-V functional and the def2-TZVPD basis
Ba -1.44 -2.49 -0.27
O 2.42 -1.57 -0.79
C 2.56 -2.91 -0.33
C 1.65 -3.82 -1.22
O 1.88 -5.01 -1.30
O 0.66 -3.16 -1.71
C 2.03 -3.00 1.10
C 1.31 -4.09 1.57
C 0.84 -4.12 2.88
C 1.10 -3.07 3.74
C 1.82 -1.97 3.28
C 2.28 -1.94 1.97
C 4.03 -3.31 -0.39
C 4.44 -4.53 0.14
C 5.77 -4.90 0.08
C 6.71 -4.07 -0.51
C 6.30 -2.85 -1.04
C 4.97 -2.48 -0.98
H 1.66 -1.64 -1.40
H 1.13 -4.93 0.91
H 0.27 -4.97 3.22
H 0.72 -3.09 4.75
H 2.02 -1.14 3.94
H 2.83 -1.08 1.61
H 3.71 -5.19 0.59
H 6.08 -5.86 0.50
H 7.75 -4.36 -0.55
H 7.03 -2.19 -1.50
H 4.64 -1.54 -1.40
F -7.31 -3.46 -1.95
C -7.24 -2.62 -0.91
F -7.19 -3.36 0.21
F -8.44 -1.98 -0.87
C -6.11 -1.63 -1.01
C -6.41 -0.28 -1.01
C -5.39 0.66 -1.08
C -4.10 0.18 -1.17
N -3.78 -1.11 -1.18
C -4.75 -2.06 -1.09
S -4.28 -3.71 -1.04
H -7.44 0.03 -0.94
H -5.59 1.72 -1.08
H -3.26 0.86 -1.23
C 0.65 1.54 1.46
C 1.52 2.33 0.46
C 1.82 3.71 1.06
C 2.84 1.56 0.34
Si 0.66 2.52 -1.24
Br -0.32 0.51 -1.70
C 1.87 2.80 -2.70
C 2.85 3.95 -2.37
C 1.11 3.19 -3.98
C 2.68 1.54 -3.03
C -0.83 3.73 -1.22
C -1.67 3.53 0.05
C -1.79 3.52 -2.40
C -0.35 5.19 -1.26
H 1.19 1.48 2.41
H 0.45 0.52 1.13
H -0.31 2.01 1.66
H 2.39 3.57 1.99
H 0.92 4.26 1.32
H 2.43 4.33 0.40
H 3.26 1.43 1.34
H 3.59 2.10 -0.25
H 2.70 0.57 -0.09
H 2.34 4.88 -2.12
H 3.48 4.13 -3.24
H 3.51 3.70 -1.54
H 0.63 4.16 -3.91
H 0.36 2.45 -4.24
H 1.83 3.24 -4.80
H 3.25 1.15 -2.18
H 3.38 1.78 -3.83
H 2.03 0.73 -3.38
H -2.00 2.49 0.16
H -2.56 4.16 -0.01
H -1.13 3.81 0.96
H -2.22 2.52 -2.41
H -1.33 3.70 -3.37
H -2.62 4.23 -2.30
H 0.35 5.43 -0.46
H -1.21 5.86 -1.15
H 0.13 5.44 -2.21
C -2.62 0.55 2.99
C -2.76 -0.97 2.81
C -4.25 -1.31 2.64
C -2.22 -1.66 4.07
O -2.05 -1.37 1.70
H -3.20 0.92 3.84
H -2.97 1.06 2.08
H -1.57 0.80 3.15
H -4.85 -1.00 3.50
H -4.37 -2.39 2.49
H -4.64 -0.81 1.75
H -2.77 -1.37 4.97
H -1.17 -1.41 4.20
H -2.30 -2.74 3.95
```

Results
ΔE to the lowest compared entry with this formula, charge and spin: 0.0 kJ/mol
calculated total energy: -5344.623019 Ha
Kohn-Sham gap: 7.10 eV
HOMO: -5.0 eV
LUMO energy: 2.1 eV
charge: -1

The following is a quantum chemistry calculation of a cluster of 2 separate species, C3H7ClO2 in total in a non-equilibrium geometry, from the OMol25 dataset.

The geometry in XYZ format:
```
13
C3H7ClO2 the ωB97M-V functional and the def2-TZVPD basis
C 0.37 -0.66 0.66
C 0.39 -0.25 -0.74
C -0.36 -1.07 -1.78
O 0.95 0.83 -0.92
H -0.35 -0.21 1.32
H 1.41 -0.63 1.12
H 0.14 -1.65 0.62
H -0.46 -0.64 -2.78
H -1.45 -1.21 -1.44
H 0.11 -2.00 -1.65
O 0.07 2.24 2.29
Cl -1.31 3.12 1.93
H 0.50 2.13 1.39
```

Results
SMILES: CC(C)=O.OCl
ΔE to the lowest compared entry with this formula, charge and spin: 278.1 kJ/mol
calculated total energy: -729.085352 Ha
Kohn-Sham gap: 10.21 eV
HOMO: -9.9 eV
LUMO energy: 0.3 eV
charge: 0